[1]
Density functional theory data (the ωB97M-V functional and the def2-TZVPD basis) for a single C4H11N3S molecule in a non-equilibrium geometry.

```
19
Properties=species:S:1:pos:R:3
S 3.12570 0.12116 -0.29135
N -1.50191 1.61177 -0.64618
N -0.77153 -1.07210 -0.69943
N 0.34485 1.89775 0.77197
C -1.09344 -1.71091 0.58973
C 1.51148 -0.52290 0.18429
C 0.29434 -0.06914 -0.61826
C -0.28539 1.21506 -0.12866
H 1.28704 -0.11328 1.18904
H -0.54137 -1.76989 -1.38435
H 1.65415 -1.62460 0.15770
H -1.28165 -0.95293 1.35419
H -0.12460 2.80163 0.89879
H -1.96504 2.38008 -0.21373
H -2.12672 0.86329 -1.03241
H -1.96243 -2.37649 0.51920
H 2.98495 1.44216 0.06164
H 0.65005 0.09864 -1.65270
H -0.19848 -2.21930 0.94052
```

Values from the calculation:
Energy above the lowest of the compared OMol25 structures with the same formula, charge and spin: 0.557 eV
E_HOMO: -8.55 eV
Electronic energy: -19631.6039 eV
SMILES string: [H]/N=C(\N)[C@@H](CS)NC

=====

[2]
Density functional theory data (the ωB97M-V functional and the def2-TZVPD basis) for 2 unconnected molecules or ions with the total composition C3H3OS2 in a non-equilibrium geometry.

```
9
Properties=species:S:1:pos:R:3
S -0.62321 -2.44606 -0.72389
S 1.55481 0.51972 0.38706
O 2.07037 -2.75037 -1.09741
C -0.92686 1.64666 0.12459
C -0.07484 1.05805 0.86170
C 0.90995 -2.59341 -0.96183
H -0.44226 0.69202 1.76270
H -0.63139 1.99834 -0.88911
H -1.83657 1.87504 0.53619
```

Values from the calculation:
Energy above the lowest of the compared OMol25 structures with the same formula, charge and spin: 0.988 eV
E_HOMO: -2.47 eV
Net charge: -1
Electronic energy: -26878.0216 eV

=====

[3]
Density functional theory data (the ωB97M-V functional and the def2-TZVPD basis) for 2 unconnected molecules or ions with the total composition C5H8O2 in a non-equilibrium geometry.

```
15
Properties=species:S:1:pos:R:3
O -0.56132 -1.40499 1.34818
O 2.12035 -0.99483 0.86040
C -0.93635 0.74671 0.13087
C 1.96944 -0.11209 0.10787
C 2.15020 0.84063 -0.77681
C -2.02460 -0.20855 -0.21034
C -0.68403 -0.75508 0.11601
H -0.67691 1.40378 -0.69111
H 1.44033 1.33756 -1.40919
H 3.18490 1.14669 -0.71615
H 0.38647 -1.45776 1.55168
H -0.22069 -1.23756 -0.72754
H -2.33442 -0.13466 -1.24871
H -1.05656 1.18653 1.10984
H -2.75681 -0.35638 0.55500
```

Values from the calculation:
Energy above the lowest of the compared OMol25 structures with the same formula, charge and spin: 2.815 eV
E_HOMO: -9.46 eV
Electronic energy: -9407.0176 eV
SMILES string: OC1CC1.C=C=O

=====

[4]
Density functional theory data (the ωB97M-V functional and the def2-TZVPD basis) for 8 unconnected molecules or ions with the total composition C14H42ClN4O11 in a non-equilibrium geometry.

```
72
Properties=species:S:1:pos:R:3
Cl -0.32025 -1.29399 -0.45713
O 0.67813 -2.27762 -0.04335
O -4.66617 -0.16126 3.51391
O 4.82186 0.03746 2.75692
O -1.28345 -2.05117 -1.24546
O 0.80536 3.77266 -2.64802
O 3.80603 -1.98367 -4.56599
O -1.11476 -3.13033 3.10718
O -1.10247 2.26286 -1.11224
O -1.65271 0.95494 -6.02317
O 0.35251 -0.34770 -1.34294
O -0.90028 -0.63817 0.68729
N 1.84403 -1.16128 -3.88961
N -1.31670 -0.01761 -4.07226
N -1.43886 2.12580 -4.15413
N 3.37343 -1.29092 -2.42521
C 4.09511 -0.17452 1.58219
C -1.34822 -5.01215 1.57422
C 2.71338 4.31248 -1.19847
C -1.99107 -4.20066 2.78752
C -1.48984 1.02530 -4.80483
C 3.05996 -1.53021 -3.68938
C 2.22190 3.57173 -2.45154
C -2.09168 -5.05558 4.04584
C -2.08340 2.45111 -0.14035
C -3.24424 -1.20529 5.08723
C -2.43473 3.96161 -0.01516
C 2.63957 2.10076 -2.44861
C 3.05423 0.95016 1.43489
C -3.27370 -0.23959 3.88504
H 4.73318 -0.34298 0.71468
H 2.36303 0.62675 0.65658
H 1.24811 -0.92707 -3.10849
H -2.99895 1.93392 -0.42740
H -1.81029 2.07757 0.84655
H -1.17593 -4.20926 0.85744
H -2.59966 4.32935 -1.02791
H 2.81835 4.07114 -3.21506
H 2.33125 1.62202 -3.37805
H 0.52446 3.11002 -2.01273
H -2.81378 -5.85950 3.90309
H -3.32371 4.11505 0.59662
H 1.41187 -1.68619 -4.63646
H 3.47162 1.88357 1.05724
H -0.84672 -2.74508 2.26971
H 2.66844 5.39098 -1.34984
H 3.72445 2.01719 -2.38397
H -2.53995 -0.59308 3.16064
H -0.85240 1.33610 -1.09911
H -2.09879 -5.69993 1.18474
H 4.34884 -1.37542 -2.17711
H -2.25467 -1.60555 5.30780
H -2.94528 0.76869 4.13724
H -3.60777 -0.68282 5.97208
H 2.24078 1.59428 -1.56966
H -1.27093 -0.95208 -4.45273
H 2.08805 4.03776 -0.34902
H -0.38750 -5.49694 1.74776
H 2.72454 -0.85720 -1.78417
H 3.74714 4.10244 -0.92405
H 4.16974 0.31668 3.40374
H -1.11609 -5.51987 4.18997
H 2.47828 1.00443 2.35870
H -3.86519 -2.07753 4.88301
H -5.13780 0.23462 4.25042
H -2.95140 -3.77323 2.49911
H -1.20836 2.09554 -3.17125
H -2.39543 -4.48374 4.92266
H -1.41211 2.98622 -4.68239
H -1.69050 4.58419 0.48144
H -1.13244 0.04790 -3.08137
H 3.63054 -1.15406 1.69520
```

Values from the calculation:
Energy above the lowest of the compared OMol25 structures with the same formula, charge and spin: 0.955 eV
E_HOMO: -6.90 eV
Net charge: -1
Electronic energy: -56200.3967 eV

=====

[5]
Density functional theory data (the ωB97M-V functional and the def2-TZVPD basis) for a molecular structure, C12H35O10SSr in a non-equilibrium geometry.

```
59
Properties=species:S:1:pos:R:3
Sr -0.24667 -0.14473 -0.05844
S 0.86141 -2.86232 2.26151
O -1.39852 -0.48768 2.22583
O 2.20153 -2.80303 2.85621
O 0.52837 -4.21079 1.90228
O -0.18276 -2.59749 3.21860
O 2.22781 -0.29992 -0.55744
O 0.17750 1.58920 -1.97345
O -0.54702 -1.73692 -2.11223
O 0.63785 1.67606 1.35654
O -2.61850 0.36429 -0.94660
O 0.77230 -1.97834 1.11898
C 1.27068 2.40534 -2.00285
C 0.85081 3.74390 -2.54603
C 0.27680 -2.80094 -2.52185
C 1.53523 1.83994 3.60081
C -3.41321 -0.49497 3.51876
C -2.06728 0.14914 3.24296
C -3.82978 0.69986 -0.25813
C 4.15923 0.22817 -1.85436
C -4.87423 -0.37202 -0.12844
C 2.80099 -0.54532 -1.80792
C 0.61128 -2.58499 -3.97736
C 1.57251 1.12341 2.27061
H -5.29386 -0.63566 -1.09927
H -1.44239 -0.06757 4.10937
H -3.91016 -0.07020 4.39095
H 4.79529 -0.08686 -2.68158
H 0.00652 4.07059 -1.93895
H -0.41347 1.86627 -2.67743
H 4.79627 0.06566 -0.98496
H -0.27430 -2.59781 -4.61271
H 1.48220 0.04423 2.39439
H 1.19185 -3.37495 -4.45379
H 0.48868 2.59680 1.58363
H -3.64782 1.20073 0.69271
H -4.08925 -0.31088 2.68378
H 2.01744 1.97190 -2.66811
H 2.64487 -0.77070 0.16784
H -0.27974 -3.73328 -2.42636
H 0.53585 1.94986 4.02184
H 3.09933 -1.59187 -1.86999
H 1.15478 -1.66360 -4.18653
H -0.99492 -1.26471 2.61944
H -2.01603 1.19406 2.93699
H 0.62176 3.54659 -3.59326
H -1.31660 -1.70780 -2.68537
H 2.11593 -0.26326 -2.60744
H 1.79008 2.87956 3.39502
H -4.31340 1.50770 -0.80730
H -4.39760 -1.23717 0.33245
H 1.17405 -2.84008 -1.90421
H -5.66873 -0.09336 0.56380
H 4.07453 1.31417 -1.89348
H 1.71864 2.44778 -1.01005
H 1.67692 4.45425 -2.51345
H 2.54165 1.36547 1.83443
H -3.42936 -1.56738 3.71310
H 2.25464 1.50167 4.34654
```

Values from the calculation:
Energy above the lowest of the compared OMol25 structures with the same formula, charge and spin: 1.862 eV
E_HOMO: -3.52 eV
Net charge: -1
Electronic energy: -45160.2818 eV

=====

[6]
Density functional theory data (the ωB97M-V functional and the def2-TZVPD basis) for 8 unconnected molecules or ions with the total composition C14H19Cl22FO7S2 in a non-equilibrium geometry.

```
65
Properties=species:S:1:pos:R:3
Cl -3.71077 1.27825 -0.88413
Cl 2.13018 -2.58603 7.08028
Cl 0.49115 3.35917 6.52787
Cl -5.20971 -1.12769 -0.26720
Cl -0.30675 5.64928 0.26715
Cl 1.58947 1.12949 1.66549
Cl 0.55724 -1.60036 -5.90847
Cl -3.52335 4.33571 2.40903
Cl 1.92789 -3.77145 -4.53701
Cl -0.24138 -3.52049 5.68610
Cl 0.14366 -0.67982 6.15515
Cl -3.19204 3.26268 5.08944
Cl -1.11377 2.87218 3.09829
Cl 2.12960 3.30635 4.12847
Cl -0.44601 -4.31755 -6.11526
Cl -1.26641 4.22219 -6.21173
Cl 1.62235 4.50105 -6.08976
Cl 1.71869 4.49926 -1.47558
Cl 1.94410 4.20412 1.39282
Cl -6.61360 1.30685 -1.00914
Cl 2.58899 1.37102 6.24621
Cl 0.35624 2.06133 -5.14645
S 1.99552 -2.94818 0.08799
S -1.07265 -1.14364 1.70583
F 2.47046 -1.10667 2.32862
O -0.28763 -1.64220 0.35310
O 1.50842 -0.60282 -0.81944
O 0.29393 -0.89277 2.57590
O -1.89258 -2.23197 2.14927
O 1.38611 -3.78757 -0.93991
O 2.03348 -3.68831 1.34457
O -1.86826 0.02819 1.46261
C 1.40530 5.26019 0.08864
C 0.19474 3.81484 -5.30990
C 0.94379 -2.22151 5.82381
C -5.20007 0.63620 -0.18812
C -0.02250 -1.28144 -2.71239
C -2.36842 3.96232 3.69300
C -1.47873 -1.78774 -2.46979
C 0.43357 -0.15863 -1.70120
C 3.72136 -2.59945 -0.38748
C -1.59836 -3.25770 -1.98233
C 0.99710 -3.31297 -5.96691
C 1.38153 2.33463 5.39871
C 1.06259 -1.32105 0.26377
C 1.37289 -0.66366 1.67561
H 4.23789 -2.18340 0.49424
H -0.94355 -3.95740 -2.53052
H 3.74581 -1.90899 -1.24512
H -2.06864 -1.12252 -1.80917
H 1.61619 -3.47386 -6.84132
H 0.75145 -2.06625 -2.66536
H 0.67846 1.65569 4.92830
H 1.97293 6.18195 0.13831
H 1.46614 -2.13644 4.87733
H 0.87291 0.64673 -2.32042
H -5.24066 0.93007 0.85429
H 4.16480 -3.55800 -0.70696
H 0.02108 -0.87404 -3.74557
H -1.89539 4.88647 4.00453
H -1.41229 -3.39950 -0.90575
H 0.11043 4.24179 -4.32008
H -0.41959 0.30893 -1.17695
H -2.65214 -3.56577 -2.15164
H -1.99317 -1.74913 -3.45370
```

Values from the calculation:
Energy above the lowest of the compared OMol25 structures with the same formula, charge and spin: 0.884 eV
E_HOMO: -10.67 eV
Electronic energy: -329036.3522 eV
SMILES string: CCCCO[C@]1(S(C)(=O)=O)OS(=O)(=O)O[C@]1(F)Cl.ClC(Cl)Cl.ClC(Cl)Cl.ClC(Cl)Cl.ClC(Cl)Cl.ClC(Cl)Cl.ClC(Cl)Cl.ClC(Cl)Cl

=====

[7]
Density functional theory data (the ωB97M-V functional and the def2-TZVPD basis) for 2 unconnected molecules or ions with the total composition C13H28NO4S in a non-equilibrium geometry.

```
47
Properties=species:S:1:pos:R:3
S 3.76353 -1.73956 1.17378
O 4.20515 -3.06691 0.56658
O 0.70025 -1.95304 -2.97087
O 5.11118 -0.84097 1.39630
O 3.07839 -1.92946 2.51206
N 1.86030 -3.61467 -4.02586
C -3.57695 5.07057 3.78837
C 0.37090 0.09303 0.66794
C -1.44565 2.79839 1.20810
C 1.86144 -4.46716 -2.84925
C -2.82678 3.82789 3.12206
C 2.50373 -4.08444 -5.23418
C -2.35339 4.08999 1.60515
C 1.25450 -2.39996 -3.95483
C -2.31147 0.27398 0.76418
C -0.97302 -0.21928 1.46631
C 1.12270 -1.22546 0.15567
C 2.68074 -0.81896 -0.01035
C -2.35498 1.81133 0.34776
H -4.07031 5.69530 2.98372
H -2.15858 1.91301 -0.77090
H 0.21916 0.86742 -0.16139
H -3.41283 2.85165 3.15160
H 1.01818 -2.02147 0.96585
H 2.95691 -1.08220 -1.07952
H 0.82973 -4.67694 -2.55695
H 2.42505 -3.34364 -6.03099
H -0.98610 0.20330 2.53124
H 2.38102 -5.40250 -3.05668
H 2.80118 0.30373 0.16081
H 2.35821 -3.94606 -2.02709
H 2.02295 -5.01118 -5.55840
H 3.55943 -4.27517 -5.02601
H 1.31056 -1.83156 -4.89807
H -1.62747 4.97706 1.58838
H 1.08226 0.58481 1.42037
H -2.80997 5.64378 4.39987
H -1.04915 -1.35821 1.56374
H -3.21235 -0.04805 1.39355
H -1.87811 3.63605 3.73083
H -0.61516 3.18069 0.52617
H 0.69673 -1.55201 -0.83816
H -1.07215 2.38400 2.18732
H -4.36394 4.63783 4.49803
H -3.22203 4.24385 0.89607
H -3.44291 2.15211 0.48437
H -2.41089 -0.33094 -0.20669
```

Values from the calculation:
E_HOMO: -4.36 eV
Net charge: -1
Electronic energy: -34449.5810 eV